The ion C11H17N2O with charge +1. Source: OMol25; level of theory: ωB97M-V/def2-TZVPD.

Each line ends with the natural charge from an NBO analysis.
Positions of all 31 atoms, in Å:
C1 -0.7807 -1.2748 0.6298  0.6045
C2 -3.0878 -0.7184 0.1035  0.4479
C3 1.3845 -0.5743 1.4519  0.1448
C4 0.4847 -0.7925 0.4605  -0.2629
C5 2.8028 -0.1371 1.3994  -0.5107
C6 1.0240 -0.4938 -0.9273  -0.4295
C7 2.1081 0.5024 -0.8786  -0.4366
C8 3.3047 0.0250 -0.0794  -0.2112
C9 -4.1647 -1.5145 -0.4175  -0.7030
C10 4.4709 1.0320 -0.2039  -0.6300
C11 -4.4306 1.2612 0.0148  -0.4478
N1 -2.1510 1.4864 0.3904  -0.1922
N2 -3.0922 0.7977 0.1019  -0.1037
O1 -1.9866 -1.3582 0.2721  -0.3580
H1 0.9803 -0.5034 2.4308  0.2187
H2 3.0967 0.8949 1.7504  0.2881
H3 3.2074 -0.8787 2.1972  0.2819
H4 1.5326 -1.3570 -1.4311  0.2374
H5 0.1932 -0.1663 -1.6160  0.2332
H6 2.5562 0.5232 -1.8938  0.2398
H7 1.8785 1.6322 -0.7767  0.2363
H8 3.6704 -1.0029 -0.4885  0.2172
H9 -3.8863 -2.5450 -0.2669  0.2617
H10 -5.1232 -1.4154 -0.0322  0.2545
H11 -4.1338 -1.3069 -1.4723  0.2484
H12 4.0625 2.0225 -0.1413  0.2101
H13 5.0970 0.9894 -1.1573  0.2384
H14 5.2674 0.9565 0.5166  0.2290
H15 -5.0745 0.8715 0.7648  0.2238
H16 -4.3781 2.2790 0.1406  0.2532
H17 -4.8322 0.7652 -0.8418  0.2166

Properties
Charge: +1
E_HOMO (spin up / spin down), eV: -11.90 / -12.11
2S+1: 1
Energy above the lowest of the compared OMol25 structures with the same formula, charge and spin, kcal per mole: 240.75